Record 1
DFT (ωB97M-V with the def2-TZVPD basis set) results for one molecule with the formula C4H4FP.

The total energy comes out at -595.87960 Ha. The HOMO-LUMO gap is 7.184 eV. As for the relative energy (zero: lowest compared OMol25 entry of this formula, charge and spin): 366.1 kJ/mol. Its HOMO energy is -8.09 eV. The lowest unoccupied orbital energy is -0.91 eV.

The geometry in ORCA input format:
```
! RIJCOSX wB97M-V def2-TZVPD def2/J DEFGRID3
* xyz 0 1
C 0.57730 -0.70486 -0.03452
C 1.13765 0.59743 0.07186
C -0.61463 -1.15623 -0.43768
C 0.39555 1.68290 0.05032
F -2.75273 -0.08663 0.68674
P -1.99378 0.11196 -0.72666
H 1.27557 -1.49767 0.49826
H 2.17985 0.52593 0.29253
H -0.65803 -2.22552 -0.33419
H 0.45325 2.75269 -0.06666
*
```

=====

Record 2
DFT (ωB97M-V with the def2-TZVPD basis set) results for C25H25F5MnN2O6PTe as an isolated structure.

The total energy comes out at -3788.45305 Ha. The HOMO-LUMO gap (alpha / beta) is 7.594 / 8.939 eV. The expectation value of S² is 6.063. Its HOMO energy (alpha / beta) is -8.68 / -8.99 eV. The lowest unoccupied orbital energy (alpha / beta) is -1.09 / -0.05 eV.

The geometry in ORCA input format:
```
! RIJCOSX wB97M-V def2-TZVPD def2/J DEFGRID3
* xyz 0 5
Mn 0.44880 -1.02719 0.88575
O 3.46504 1.18572 1.87668
C 2.51515 0.46565 1.89470
O 2.02533 -0.10609 0.76922
C 1.67075 0.09605 3.13249
O 1.95313 0.48067 4.23743
O 0.63269 -0.63451 2.80829
N -2.62050 -3.48968 1.99764
C -3.41159 -2.74684 1.14806
C -2.59735 -1.79891 0.62266
N -1.32587 -1.96810 1.13954
C -1.37755 -2.99495 1.96672
H -2.91470 -4.27193 2.55677
H -4.45712 -2.94888 1.00414
H -2.83305 -1.00819 -0.06748
H -0.54504 -3.36986 2.53858
F 4.08250 -4.66882 2.72633
Te 2.72228 -3.68274 1.96064
F 1.97012 -5.33211 1.53904
F 1.88793 -3.74921 3.61109
F 3.72764 -3.74853 0.40247
F 3.65485 -2.18195 2.49114
O 1.34908 -2.83068 1.15440
C -4.73072 1.67198 -1.44134
C -3.83674 0.95917 -2.23122
C -2.52203 0.80820 -1.82251
C -2.08039 1.37515 -0.62350
C -2.98224 2.08203 0.16450
C -4.30253 2.22728 -0.24607
P -0.33949 1.08629 -0.14672
C 0.54410 1.53617 -1.67117
C 1.64662 0.80851 -2.10631
C 2.31612 1.18519 -3.26336
C 1.88464 2.28133 -3.99257
C 0.78472 3.01376 -3.56234
C 0.11906 2.64550 -2.40578
C 0.06638 2.37273 1.06430
C -0.45563 2.24906 2.35456
C -0.10652 3.15595 3.33961
C 0.77533 4.18747 3.04736
C 1.30618 4.30736 1.77360
C 0.95976 3.40072 0.78175
H -5.75655 1.79863 -1.76235
H -4.16192 0.52805 -3.16925
H -1.82657 0.25193 -2.44197
H -2.65952 2.53608 1.09110
H -4.99475 2.78372 0.37240
H 1.99924 -0.03326 -1.53237
H 3.18348 0.62397 -3.58588
H 2.40675 2.57232 -4.89506
H 0.44664 3.87239 -4.12778
H -0.73234 3.22508 -2.06884
H -1.10059 1.41501 2.60597
H -0.49090 3.03426 4.34303
H 1.07117 4.88022 3.82404
H 2.01556 5.09334 1.55146
H 1.40835 3.48548 -0.19830
C 1.22222 -3.30738 -3.23659
C 1.46921 -2.89048 -1.80443
O 0.40193 -2.05143 -1.31826
H 2.07575 -3.87553 -3.60852
H 1.08053 -2.43555 -3.87681
H 0.33837 -3.94551 -3.31496
H 2.37371 -2.29073 -1.71793
H 1.58326 -3.74755 -1.14442
H -0.42218 -2.54582 -1.39334
*
```

=====

Record 3
DFT (ωB97M-V with the def2-TZVPD basis set) results for a 2-piece molecular cluster, C23H46I2N2O9P overall.

The total energy comes out at -2626.59590 Ha. The HOMO-LUMO gap is 7.770 eV. Its HOMO energy is -11.25 eV. The lowest unoccupied orbital energy is -3.48 eV.

The geometry in ORCA input format:
```
! RIJCOSX wB97M-V def2-TZVPD def2/J DEFGRID3
* xyz 1 1
C 3.00615 2.46009 1.67141
C 2.23990 1.05761 1.18137
O 2.26175 1.07743 -0.28981
C 1.24721 0.12033 -0.84505
O 1.77967 -0.31666 -2.14186
C 0.78286 -1.09833 -2.88683
O 0.68616 -2.49708 -2.35116
C 1.42801 -1.29587 -4.41814
C 3.07219 -1.12252 -4.22374
O 3.60809 0.03932 -4.65355
O 3.95255 -2.11847 -3.59084
C -0.68775 -0.36817 -3.04550
N -0.83695 0.93348 -2.29478
O -2.10664 1.31593 -2.05190
C -2.98256 1.19689 -3.21561
C -4.33765 2.16771 -3.07640
C -5.13506 1.74736 -1.70706
C -4.01295 3.76631 -3.23202
C -3.43659 4.47276 -1.84780
C -3.08591 4.13656 -4.56385
P 0.01358 2.30576 -3.13569
N 0.04096 2.15130 -4.74536
C -0.18398 0.90732 -0.89413
C -1.22894 0.22739 0.17256
I -1.53032 -1.98149 0.30215
C -2.08154 1.00833 1.15683
C -3.13784 0.22728 2.18615
I -1.98486 3.18607 1.31027
H 2.27702 3.38922 1.54082
H 3.90285 2.66844 0.91308
H 3.44941 2.38200 2.75399
H 2.95577 0.17590 1.53949
H 1.16931 1.00098 1.65046
H 1.27596 -0.80524 -0.09867
H 1.24837 -2.58445 -1.52667
H 1.17280 -2.35682 -4.85173
H 1.09993 -0.45515 -5.16315
H 4.21724 -1.68802 -2.70355
H -0.85812 -0.27288 -4.22349
H -1.52609 -1.12938 -2.68241
H -2.48903 1.40780 -4.25441
H -3.42717 0.09116 -3.28719
H -5.03621 1.84756 -3.98767
H -6.27043 2.04592 -1.81120
H -4.66733 2.15564 -0.71528
H -5.11886 0.55437 -1.66514
H -5.06154 4.29875 -3.43807
H -4.14709 4.26167 -0.93518
H -2.36869 4.06065 -1.60542
H -3.43755 5.64539 -2.00024
H -1.93611 4.14014 -4.34703
H -3.37252 3.49230 -5.49821
H -3.37113 5.26431 -4.82602
H -0.57894 3.55889 -2.74350
H 1.38367 2.29150 -2.61256
H 1.07311 2.08845 -4.99498
H 0.05770 2.05420 -0.66924
H -2.51489 -0.38576 2.98470
H -3.84917 1.00724 2.74304
H -3.88200 -0.49278 1.59811
C 2.59880 -1.51781 7.24772
O 2.04231 -2.36275 6.25468
C 1.07847 -1.68575 5.44570
C 0.89756 -2.41401 4.11170
O 1.93092 -2.11026 3.16469
C 3.20774 -2.70983 3.42382
C 3.23356 -4.21096 3.13006
O 2.66321 -4.94143 4.21804
C 2.25527 -6.24448 3.83411
H 1.82083 -1.14673 7.92206
H 3.32002 -2.09667 7.82994
H 3.12533 -0.67952 6.78150
H 1.39492 -0.65281 5.25862
H 0.13113 -1.68326 5.99502
H -0.03005 -2.05397 3.65347
H 0.78761 -3.49239 4.24253
H 3.55216 -2.48250 4.43470
H 3.90224 -2.21883 2.73414
H 4.26922 -4.54764 3.01228
H 2.67840 -4.41267 2.20661
H 1.47948 -6.18769 3.06434
H 1.83283 -6.74417 4.71032
H 3.10820 -6.82254 3.47155
*
```

=====

Record 4
DFT (ωB97M-V with the def2-TZVPD basis set) results for one molecule with the formula C3H5NO2.

The total energy comes out at -322.57246 Ha. The structure (SMILES) is CC(=O)NC=O. The HOMO-LUMO gap is 10.884 eV. As for the relative energy (zero: lowest compared OMol25 entry of this formula, charge and spin): 4.9 kJ/mol. Its HOMO energy is -10.19 eV. The lowest unoccupied orbital energy is 0.69 eV.

The geometry in ORCA input format:
```
! RIJCOSX wB97M-V def2-TZVPD def2/J DEFGRID3
* xyz 0 1
C -1.72258 0.04318 -0.05867
C -0.30106 0.52914 0.09118
O -0.00685 1.70173 0.17500
N 0.67848 -0.46206 0.08018
C 2.03342 -0.14662 0.05787
O 2.87965 -0.92512 -0.30707
H -1.91830 -0.18868 -1.11183
H -2.38680 0.85311 0.24481
H -1.92841 -0.85220 0.53540
H 0.44052 -1.42410 -0.12596
H 2.23193 0.87161 0.41909
*
```

=====

Record 5
DFT (ωB97M-V with the def2-TZVPD basis set) results for C27H39N4O2SSbSi3Sr as an isolated structure.

The total energy comes out at -2959.66538 Ha. The HOMO-LUMO gap is 5.241 eV. As for the relative energy (zero: lowest compared OMol25 entry of this formula, charge and spin): 0.0 kJ/mol. Its HOMO energy is -0.81 eV. The lowest unoccupied orbital energy is 4.43 eV.

The geometry in ORCA input format:
```
! RIJCOSX wB97M-V def2-TZVPD def2/J DEFGRID3
* xyz -2 1
Sr 1.75975 1.71179 1.42313
O 1.54815 5.88811 -0.76205
C 1.72164 4.70870 -0.40160
N 2.18222 4.21345 0.74523
C 2.67745 5.08776 1.73211
C 3.25594 6.32151 1.41444
C 3.79110 7.15673 2.38303
C 3.74700 6.77391 3.71197
C 3.19689 5.54759 4.05744
C 2.66590 4.67347 3.09685
N 2.06446 3.43698 3.41076
C 2.15293 2.92211 4.63589
O 2.80843 3.27325 5.63751
C 1.28508 1.68032 4.85604
C 1.02038 1.27416 6.16178
C 0.23200 0.15735 6.36967
C -0.24477 -0.54921 5.27444
C 0.08997 -0.09782 4.00894
N 0.81646 1.00160 3.80806
C 1.35589 3.65124 -1.44680
C 0.96635 4.06968 -2.71511
C 0.66238 3.11677 -3.67204
C 0.75319 1.77166 -3.34478
C 1.13608 1.43525 -2.05583
N 1.42609 2.35573 -1.13354
H 3.26231 6.62761 0.38056
H 4.23052 8.10483 2.09089
H 4.14665 7.41790 4.48843
H 3.18564 5.23467 5.08732
H 1.45247 1.84939 6.96706
H 0.00103 -0.17075 7.37719
H -0.84653 -1.44138 5.38684
H -0.18231 -0.63035 3.10507
H 0.91437 5.13221 -2.90144
H 0.35442 3.41853 -4.66713
H 0.52239 0.99005 -4.05692
H 1.20749 0.40711 -1.70904
S 1.18152 -0.93295 0.63347
C -1.07514 -2.30694 -5.30073
Si -1.29485 -3.41829 -3.76634
C -3.08839 -4.05597 -3.91450
C -0.22420 -4.92983 -4.22455
Sb -0.10849 -2.11953 -1.71375
Si -2.31070 -0.90222 -1.23402
C -2.09702 0.45013 0.04572
C -3.72642 -2.01467 -0.66151
C -2.93320 -0.07408 -2.81457
Si -0.33593 -4.00706 -0.00656
C -1.01490 -3.48852 1.66813
C -1.48190 -5.40143 -0.58902
C 1.37878 -4.73856 0.21811
H -1.35393 -2.83937 -6.21777
H -0.02885 -2.00169 -5.39134
H -1.67556 -1.39695 -5.24112
H -3.23546 -4.56258 -4.87614
H -3.80558 -3.23277 -3.85745
H -3.33169 -4.76349 -3.11867
H -0.49849 -5.31758 -5.21263
H -0.31966 -5.74626 -3.50558
H 0.83060 -4.64280 -4.25431
H -1.62854 0.05079 0.94685
H -3.06047 0.91070 0.28993
H -1.42244 1.22025 -0.33860
H -3.52034 -2.45355 0.31544
H -3.90364 -2.82717 -1.36931
H -4.64410 -1.42157 -0.57968
H -2.15918 0.54893 -3.26632
H -3.78957 0.56669 -2.57929
H -3.25399 -0.81094 -3.55358
H -2.10569 -3.47870 1.68787
H -0.61685 -2.50043 1.89496
H -0.66470 -4.18976 2.43290
H -2.49898 -5.02734 -0.73056
H -1.51468 -6.18833 0.17361
H -1.15583 -5.85219 -1.52741
H 2.04714 -3.93858 0.54310
H 1.75295 -5.15360 -0.72126
H 1.36896 -5.53367 0.97208
*
```

=====

Record 6
DFT (ωB97M-V with the def2-TZVPD basis set) results for one molecule with the formula C4H5IN2O.

The total energy comes out at -637.66758 Ha. The HOMO-LUMO gap is 8.053 eV. As for the relative energy (zero: lowest compared OMol25 entry of this formula, charge and spin): 466.9 kJ/mol. Its HOMO energy is -7.82 eV. The lowest unoccupied orbital energy is 0.23 eV.

The geometry in ORCA input format:
```
! RIJCOSX wB97M-V def2-TZVPD def2/J DEFGRID3
* xyz 0 1
C 1.57300 -0.39030 -0.88340
C -0.01412 1.12157 0.09643
C -0.56279 -1.35095 -0.95280
C -0.83508 1.56580 1.21599
N 1.00680 0.62790 -0.28539
N 0.69687 -1.43820 -1.27635
O -0.77860 1.06783 2.55068
I -1.61551 -3.12282 -1.49194
H 2.31271 -0.36293 -1.66201
H -0.55768 2.72546 1.16309
H -1.87172 1.49588 0.85356
H 1.12348 -2.04212 -1.94269
H -0.47736 0.10288 2.61483
*
```